{
  "formula": "C4H11NO",
  "method": "ωB97M-V/def2-TZVPD",
  "orbital_gap_ha": 0.3787,
  "relative_energy_kj_mol": 299.3,
  "energy_ha": -288.9030,
  "smiles": "NCCCCO",
  "symbols": ["C", "H", "H", "C", "H", "H", "H", "N", "H", "H", "H", "C", "H", "H", "O", "C", "H"],
  "coordinates": [[-0.718, 0.557, 0.761], [-0.722, 1.452, 1.446], [1.395, 0.063, 1.862], [1.131, -0.883, -0.036], [2.185, -1.211, -0.019], [0.537, -2.866, 0.399], [-0.159, 1.236, -2.107], [0.125, -1.925, 0.316], [0.984, -0.672, -1.117], [1.283, 1.446, 0.459], [-0.535, -1.914, -0.443], [0.894, 0.353, 0.798], [-2.235, 1.518, -0.413], [-1.397, -0.217, 1.156], [-0.253, 1.957, -1.418], [-1.266, 1.081, -0.617], [-1.247, 0.025, -1.028]]
}

{
  "formula": "C33H78O18S",
  "method": "ωB97M-V/def2-TZVPD",
  "orbital_gap_ha": 0.3455,
  "relative_energy_kj_mol": 428.0,
  "energy_ha": -3056.0839,
  "smiles": "CCOS(C)(=O)=O.COCCOCCOC.COCCOCCOC.COCCOCCOC.COCCOCCOC.COCCOCCOC",
  "symbols": ["C", "C", "H", "O", "H", "H", "C", "C", "H", "H", "C", "H", "O", "H", "H", "C", "H", "H", "C", "C", "H", "H", "H", "H", "H", "H", "H", "H", "H", "H", "H", "H", "O", "H", "H", "C", "H", "C", "H", "O", "H", "C", "H", "H", "H", "C", "H", "H", "H", "C", "H", "H", "C", "H", "C", "H", "O", "H", "H", "O", "C", "C", "H", "H", "H", "H", "H", "H", "H", "O", "O", "H", "H", "C", "H", "H", "H", "H", "S", "C", "H", "H", "H", "H", "C", "H", "C", "C", "C", "O", "C", "H", "H", "O", "C", "C", "H", "O", "H", "H", "O", "H", "H", "C", "H", "C", "O", "C", "H", "C", "C", "H", "H", "O", "O", "H", "H", "O", "H", "C", "H", "H", "C", "H", "O", "H", "H", "H", "H", "O"],
  "coordinates": [[-0.706, -4.126, 6.381], [5.694, 1.027, -5.478], [-3.334, -5.683, 4.222], [6.291, 1.939, -4.586], [-7.066, 3.809, -0.806], [-1.615, -4.220, 6.976], [-1.258, 2.696, 1.267], [-7.125, 3.598, -1.874], [8.283, -3.319, -1.253], [5.724, -1.558, 2.324], [5.829, 3.167, -0.935], [-3.319, 2.024, 5.378], [6.872, -3.971, 0.746], [3.301, 4.916, 1.590], [-3.307, 8.497, -3.513], [-5.225, 6.603, -3.027], [-2.781, -4.900, -2.926], [4.322, 6.335, 1.019], [6.002, -3.870, 1.860], [-8.573, 3.828, -2.331], [-0.633, -3.280, -5.521], [6.427, -4.635, 2.509], [-5.893, -5.298, 8.387], [-2.515, -0.101, 3.589], [-3.425, 1.426, 3.196], [5.953, 0.923, -2.914], [-0.213, -0.996, -5.202], [-8.527, 3.906, -3.418], [-3.659, 0.387, 5.682], [-3.627, -5.828, 11.041], [4.023, 4.458, -1.039], [8.251, 2.932, -3.072], [-1.671, 0.075, 1.371], [-5.719, 6.972, -3.926], [6.551, 0.442, -5.812], [-4.412, -5.450, 10.387], [-0.235, -2.829, -3.884], [6.377, -3.387, -0.449], [5.524, -2.691, 3.602], [-9.040, 5.119, -1.928], [5.358, -3.745, -0.600], [0.121, 2.391, -5.005], [-0.170, 3.288, -5.552], [0.703, 2.508, -4.091], [-2.723, -7.151, 5.189], [6.114, -4.679, -3.337], [4.622, 5.326, 2.577], [-4.468, 5.937, -3.441], [0.143, -3.894, 7.022], [-2.677, 0.950, 3.830], [-7.075, 6.450, -1.946], [-10.734, 6.263, -1.758], [-1.319, -5.616, 4.697], [-0.997, -4.828, -3.475], [-2.968, 0.266, -5.725], [5.505, 5.335, -0.694], [7.385, -2.333, 3.219], [-4.746, -4.111, 8.091], [-1.354, 1.518, -6.827], [-3.947, -5.640, 9.070], [4.973, 4.402, -0.508], [-1.232, -1.306, -4.968], [5.421, 1.492, -6.425], [-0.802, 3.351, 2.009], [-6.864, 2.568, -2.117], [6.064, 2.538, -0.076], [8.261, -1.358, 1.673], [-3.060, 8.807, -1.835], [-4.574, -6.977, 6.781], [7.064, -3.764, -2.884], [-4.620, 7.590, -2.131], [5.145, 2.486, -1.440], [6.706, -5.338, -3.971], [-4.498, -5.894, 6.685], [8.768, -3.094, 1.690], [5.592, -5.188, -2.527], [7.614, 0.696, -3.666], [-3.426, 0.468, -4.757], [-0.765, 1.102, 1.923], [7.397, -3.899, -1.509], [-0.689, 2.816, 0.345], [-5.351, -5.617, 6.066], [-1.337, -0.734, -4.046], [-0.899, -3.314, 5.680], [7.515, 2.390, -2.478], [-2.686, 2.327, -6.294], [6.825, 1.388, -3.374], [-3.290, 8.007, -2.539], [-10.379, 5.399, -2.320], [-6.322, 4.533, -2.684], [-6.181, 5.851, -2.118], [6.322, -2.304, -0.340], [8.168, 1.945, -1.728], [-3.280, -5.407, 6.221], [6.072, -2.530, 2.674], [-4.856, -5.195, 8.068], [5.354, -4.317, -4.031], [-2.327, -0.998, -5.863], [-0.804, -6.409, 4.155], [-1.407, -4.719, 4.085], [-1.322, 1.392, 3.569], [9.468, -2.193, 2.768], [-1.951, 0.802, 5.843], [-2.050, -4.649, -3.693], [-2.496, 7.267, -2.442], [8.489, -2.228, 2.290], [-0.424, -5.297, 5.741], [-2.869, 1.034, 5.303], [-9.196, 3.045, -1.901], [-2.016, 1.534, -5.961], [4.286, 5.379, 1.541], [7.615, -4.928, -1.224], [-11.120, 4.612, -2.188], [6.830, 3.518, -1.883], [0.748, 0.992, 1.992], [-10.306, 5.751, -3.349], [4.986, -4.211, 1.657], [-1.138, 1.702, -4.815], [-3.751, 0.289, -6.483], [-2.722, -6.072, 5.036], [-2.332, 2.805, 1.120], [0.682, 1.938, -5.822], [-1.012, -2.755, -4.645], [4.820, 0.487, -5.113], [5.013, 4.403, 0.911], [-2.170, -5.353, -4.516], [-5.259, -6.090, 10.633], [-5.809, 5.624, -1.119], [-4.659, -4.431, 10.688], [-2.264, -3.331, -4.239]]
}

{
  "formula": "C4H4N3",
  "method": "ωB97M-V/def2-TZVPD",
  "orbital_gap_ha": [0.3171, 0.2368],
  "total_charge": 1,
  "relative_energy_kj_mol": 472.0,
  "energy_ha": -318.5847,
  "symbols": ["N", "C", "C", "H", "H", "H", "N", "C", "N", "H", "C"],
  "coordinates": [[2.296, 0.342, 0.369], [-0.797, 0.483, -1.842], [-0.919, 0.476, -0.499], [0.194, 0.036, -2.330], [-1.588, 1.335, -0.177], [-0.803, -1.460, 1.639], [1.177, -0.815, 2.167], [0.033, -0.838, 1.477], [-0.125, -0.191, 0.314], [-1.518, 0.940, -2.386], [2.050, -0.309, 1.268]]
}

{
  "formula": "C21H42Cl2O5",
  "method": "ωB97M-V/def2-TZVPD",
  "orbital_gap_ha": 0.3683,
  "relative_energy_kj_mol": 92.1,
  "energy_ha": -2121.8166,
  "smiles": "C1CCOC1.C1CCOC1.C1CCOC1.C1CCOC1.C1CCOC1.ClCCl",
  "symbols": ["H", "H", "H", "O", "H", "O", "H", "H", "C", "C", "C", "H", "C", "H", "H", "H", "H", "H", "H", "H", "H", "C", "O", "O", "H", "C", "H", "H", "H", "H", "H", "H", "C", "H", "H", "H", "C", "H", "H", "H", "O", "C", "H", "C", "C", "H", "Cl", "H", "C", "H", "C", "H", "H", "C", "H", "H", "H", "H", "Cl", "H", "C", "C", "H", "H", "C", "C", "C", "C", "H", "C"],
  "coordinates": [[2.989, -1.458, 0.284], [-1.177, -1.970, 7.396], [1.477, 4.577, 0.423], [-2.011, -3.587, 6.275], [-3.735, 2.979, -4.363], [-1.041, 0.124, 0.663], [-0.008, 1.076, -0.959], [-0.033, -3.052, 6.548], [-4.489, 0.918, -3.983], [-3.422, -0.146, -4.152], [0.148, 0.413, -0.107], [-1.168, -0.634, 5.516], [1.146, 0.938, 0.863], [1.671, 2.734, -3.131], [-3.075, -1.225, 4.368], [-2.236, 0.173, -2.279], [3.699, 3.787, -0.071], [0.996, 0.783, 3.091], [1.452, 5.566, -1.049], [3.828, 5.384, -0.848], [-3.258, -0.264, -5.223], [3.709, -1.452, -0.548], [1.142, 3.569, -1.372], [-2.327, 1.798, -3.557], [1.678, -0.243, -2.565], [-1.143, -1.694, 5.277], [2.203, -2.960, -3.051], [-5.171, 0.718, -3.158], [-2.055, -2.629, 1.117], [-1.364, -2.237, -0.548], [0.555, -0.545, -0.466], [0.973, -0.735, 2.242], [2.320, -2.293, -2.196], [3.105, -0.880, -3.516], [3.436, -3.523, -0.768], [-3.943, 2.650, -2.631], [-0.824, 0.488, 2.040], [-3.837, -2.514, 6.166], [3.348, 4.457, -3.003], [4.419, -2.756, -2.075], [3.428, -0.388, -1.492], [-2.201, 0.398, -3.357], [4.282, 3.234, -2.171], [-1.433, -2.922, 0.286], [3.555, -2.655, -1.412], [2.288, 1.869, -1.707], [-2.164, -4.505, -0.308], [-1.275, -0.013, -3.765], [3.283, 4.443, -0.836], [-0.368, -1.878, 4.537], [0.641, 0.306, 2.176], [1.452, -2.399, -1.538], [-3.722, -1.133, -3.795], [-1.004, -2.565, 6.493], [2.202, 0.781, 0.651], [-3.662, -3.778, 5.004], [-5.135, 1.057, -4.850], [4.706, -1.322, -0.134], [0.190, -3.239, 0.931], [-1.128, 1.529, 2.176], [-2.436, -2.067, 4.625], [1.763, 4.605, -0.629], [-1.365, -0.158, 2.733], [-2.178, -2.528, 3.668], [2.089, 2.861, -2.131], [-3.666, 2.205, -3.596], [-3.087, -3.021, 5.543], [3.332, 3.771, -2.149], [1.055, 2.024, 0.952], [2.583, -0.848, -2.552]]
}

{
  "formula": "CH5N2S",
  "method": "ωB97M-V/def2-TZVPD",
  "orbital_gap_ha": 0.3170,
  "total_charge": 1,
  "relative_energy_kj_mol": 342.9,
  "energy_ha": -548.4069,
  "symbols": ["H", "N", "N", "H", "H", "H", "S", "C", "H"],
  "coordinates": [[1.629, 0.627, -0.094], [-3.034, 0.485, -0.193], [1.043, -0.235, 0.011], [-3.600, 0.675, -0.995], [-0.321, -0.075, 1.616], [1.467, -0.743, 0.873], [-1.549, 0.203, -0.579], [-0.252, 0.134, 0.563], [1.131, -0.583, -1.007]]
}